(1)
Density functional theory data (the ωB97M-V functional and the def2-TZVPD basis) for 10 unconnected molecules or ions with the total composition C18H29Cl18NO3Si.

## Properties
SMILES: O=NOC[SiH2]CC(=O)c1ccccc1.ClCCl.ClCCl.ClCCl.ClCCl.ClCCl.ClCCl.ClCCl.ClCCl.ClCCl
LUMO, eV: -0.80
HOMO-LUMO gap, eV: 8.9

The geometry in ORCA input format:
```
! RIJCOSX wB97M-V def2-TZVPD def2/J DEFGRID3
* xyz 0 1
Cl -2.4016 3.3648 2.2247
Cl 3.3015 0.0912 -8.2681
Cl 9.4120 -4.3076 1.4863
Cl 2.8524 1.2831 5.2523
Cl -5.0188 3.2291 3.5531
Cl 3.1896 3.2620 1.3649
Cl 8.1615 -5.1912 -1.0120
Cl -2.4311 -4.7438 5.3238
Cl 2.6626 2.0619 -3.9434
Cl 1.9321 -5.2616 2.4743
Cl 0.6405 2.3862 2.5152
Cl -2.2515 -5.0810 2.4219
Cl -5.6196 5.4382 -4.0475
Cl -6.4820 5.2377 -1.2547
Cl 5.2692 0.7917 -4.3509
Cl 0.8197 1.5798 -8.6978
Cl 4.2897 -0.6413 3.5721
Cl 4.8345 -4.9642 2.2159
Si -0.7691 0.1645 -1.0856
O -3.2944 2.9511 -0.6967
O 2.0276 -0.0779 -1.1275
O 2.4510 -1.3498 0.5379
N 1.7068 -1.2203 -0.3494
C 8.0453 -5.1545 0.7513
C 3.6276 0.5868 -3.7337
C -5.3377 -1.5020 0.5704
C 2.3771 1.5427 -7.8609
C 2.1244 3.3166 2.7759
C -4.2722 0.6541 0.9159
C -4.2458 -0.3914 -1.2610
C -3.7627 4.2808 2.8838
C -3.8881 0.6618 -0.4189
C 3.2908 -4.1307 2.4416
C -1.9567 1.4074 -1.9144
C -4.9673 -1.4723 -0.7626
C -3.0815 1.8015 -0.9811
C -1.5080 -5.4391 3.9853
C -5.4370 4.5709 -2.5156
C 2.7335 -0.1875 4.2743
C 0.9921 0.9158 -0.9463
C -4.9889 -0.4359 1.3952
H -4.4077 4.6491 -2.1890
H 7.1325 -4.6393 1.0254
H 3.1455 -3.4381 1.6219
H -3.9613 -0.3920 -2.3013
H -4.0295 1.4472 1.6012
H -1.4662 -6.5141 4.1129
H 1.8573 4.3484 2.9731
H 2.3878 -0.9948 4.9089
H -5.2834 -0.4237 2.4355
H 8.0328 -6.1740 1.1182
H -0.5094 -5.0199 3.9983
H 3.3202 -3.5955 3.3827
H 1.1058 1.3339 0.0539
H -5.8893 -2.3305 0.9875
H -4.1957 4.8729 2.0856
H -5.7028 3.5322 -2.6706
H 1.1433 1.7095 -1.6690
H 3.1470 -0.2195 -4.2752
H -5.2096 -2.2823 -1.4337
H 2.9503 2.4142 -8.1530
H -2.3852 0.9453 -2.7984
H 2.0271 -0.0076 3.4712
H -1.2359 -0.2211 0.2602
H 2.6409 2.8681 3.6234
H 2.1962 1.5538 -6.7929
H -3.3937 4.9212 3.6755
H -0.6992 -1.0496 -1.9251
H -1.4200 2.3215 -2.1569
H 3.6750 0.3567 -2.6783
*
```

---

(2)
Density functional theory data (the ωB97M-V functional and the def2-TZVPD basis) for a molecular structure, C19H25CaN3SSi.

## Properties
LUMO, eV: -0.72
HOMO-LUMO gap, eV: 4.6

The geometry in ORCA input format:
```
! RIJCOSX wB97M-V def2-TZVPD def2/J DEFGRID3
* xyz 0 1
Ca 1.7169 1.8792 -0.5622
S 2.1676 3.3184 -2.8287
Si -0.9952 -1.6726 -0.2802
N 0.8592 5.2315 -1.3942
N 2.7653 5.9448 -2.4164
N 0.1964 4.0890 -0.8047
C 3.7913 3.0370 0.5217
C -4.9667 -2.2468 1.0398
C -2.3486 -1.9190 1.9826
C 0.2775 -5.5051 0.5204
C -0.0805 -3.2465 -0.3262
C -0.5558 -4.3936 0.3546
C 2.0985 2.4772 1.9491
C 2.7041 3.5428 1.2545
C 3.8495 1.6310 0.7382
C -2.2712 0.0772 -1.8326
C 1.5415 -5.5504 -0.0827
C 1.9539 -4.4587 -0.8538
C -3.4153 -1.9676 2.8850
C 1.1699 -3.3092 -0.9714
C 1.9448 4.8867 -2.1814
C -2.5958 -2.0022 0.6019
C -4.7231 -2.1080 2.4056
C -3.9051 -2.2183 0.1290
C 2.8094 1.2969 1.6524
H -4.0490 -2.3625 -0.9429
H 4.4784 3.6087 -0.0975
H -3.1895 -1.9429 3.9512
H -5.5414 -2.1735 3.1171
H -0.3294 4.4255 0.0159
H 2.6317 0.3154 2.0960
H -1.5441 0.1180 -0.8626
H 1.2895 2.5871 2.6814
H 2.4915 6.8941 -2.1921
H -1.5416 -4.3688 0.8141
H -0.0427 -6.3199 1.1731
H -0.5125 3.8085 -1.4900
H -5.9775 -2.4220 0.6746
H 1.0174 5.9853 -0.7120
H 2.9337 -4.4632 -1.3258
H -2.2230 -0.6350 -2.7436
H 1.5459 -2.4379 -1.5032
H -1.9382 1.0777 -2.1966
H 3.5716 5.7823 -2.9866
H 2.1983 -6.4182 0.0692
H -1.7397 -1.6434 -1.7181
H -1.3032 -1.8251 2.3264
H -3.3187 0.0247 -1.3951
H 2.4737 4.6136 1.3574
H 4.6303 0.9583 0.3892
*
```

---

(3)
Density functional theory data (the ωB97M-V functional and the def2-TZVPD basis) for a molecular structure, C30H46O2P4Re.

## Properties
LUMO (spin up / spin down), eV: -13.81 / -15.45
HOMO-LUMO gap (spin up / spin down), eV: 5.7 / 4.1

The geometry in ORCA input format:
```
! RIJCOSX wB97M-V def2-TZVPD def2/J DEFGRID3
* xyz 4 4
Re -0.2313 0.7259 -0.6951
P -0.9197 3.1760 -1.3707
P -2.1429 -1.4268 -0.8859
P 0.2281 -0.8277 1.4308
P 2.5436 -0.1211 -0.8955
O -2.6578 1.4295 1.0760
O 1.5535 2.5247 1.0656
C -2.9870 -1.7235 0.7355
C 1.8550 -2.1986 3.3529
C -0.1839 -3.3691 2.6879
C 1.3274 0.1332 -4.2569
C -2.6875 3.4509 -1.8664
C -3.6927 -1.3887 -1.8894
C -0.8285 -1.0044 -4.1974
C -1.7662 1.1073 0.3437
C -0.7344 1.4162 -4.4694
C 0.5678 -1.0498 -4.1023
C 0.0105 4.3932 -2.4212
C 0.8068 -2.1092 0.2262
C -0.3322 0.7991 5.3667
C -0.2022 0.5361 2.9382
C 3.2132 -1.6707 -1.6446
C -0.9868 4.3125 0.1093
C 0.6380 -2.2229 2.6313
C 0.6752 1.3646 -4.3741
C -0.7315 2.7001 3.9596
C 0.9198 1.8234 0.3332
C -0.1556 0.0063 4.2372
C -0.5268 1.8952 2.8453
C 2.1772 -3.2598 4.1973
C -0.6218 2.1567 5.2411
C -1.4810 0.2429 -4.3176
C 3.2825 -0.4001 0.7823
C 3.6854 1.2128 -1.4200
C -1.5180 -3.1587 -1.0904
C 1.3334 -4.3721 4.2869
C 0.1586 -4.4253 3.5264
H -4.1980 -0.4261 -1.7683
H 0.0512 -1.0544 4.4230
H 1.0698 -2.0151 -3.9933
H 4.6896 0.7859 -1.3986
H -1.5055 5.2280 -0.1862
H 3.4551 1.5804 -2.4207
H -2.5729 0.2883 -4.3687
H 2.5090 -1.3198 3.3127
H -1.0844 -3.4417 2.0705
H -0.6305 2.4584 1.9275
H 0.4979 -1.4318 -0.6926
H -1.5433 3.8642 0.9352
H 2.4086 0.0778 -4.4325
H 3.0289 0.4050 1.4744
H -0.2415 0.3357 6.3396
H 3.0897 -3.2124 4.7924
H -2.8386 4.5207 -2.0423
H -1.3890 -1.9386 -4.3231
H -2.3807 -3.8238 -1.0986
H 0.0234 4.5690 0.4412
H -0.3951 5.3965 -2.2468
H -3.5040 -1.5612 -2.9506
H 4.2453 -1.7688 -1.3002
H -0.9657 3.7536 3.8263
H -2.2735 -1.8064 1.5591
H 1.2661 2.2806 -4.4674
H -0.8902 -3.4331 -0.2364
H -0.7590 2.7768 6.1229
H -3.5429 -2.6599 0.6395
H -0.4983 -5.2942 3.5920
H 3.2082 -1.6337 -2.7349
H -1.2345 2.3333 -4.8021
H 1.7045 -2.6917 0.5832
H 3.6229 2.0369 -0.7048
H -0.9430 -3.2970 -2.0089
H -3.3498 3.1342 -1.0541
H 2.6686 -2.5604 -1.3243
H 2.9730 -1.3533 1.2091
H -4.3527 -2.1740 -1.5102
H -0.0658 4.1700 -3.4879
H 0.6757 -2.5410 -0.7954
H 1.0688 4.4082 -2.1412
H 1.5896 -5.1978 4.9480
H -2.9544 2.8997 -2.7711
H 4.3637 -0.4332 0.6366
H -3.6847 -0.9117 0.9516
*
```

---

(4)
Density functional theory data (the ωB97M-V functional and the def2-TZVPD basis) for a molecular structure, C7H19Br2N5O10.

## Properties
LUMO, eV: -1.55
HOMO-LUMO gap, eV: 6.9

The geometry in ORCA input format:
```
! RIJCOSX wB97M-V def2-TZVPD def2/J DEFGRID3
* xyz 0 1
Br -9.8339 -5.6137 -3.2918
Br -7.2976 -5.2619 -5.7014
O -6.4571 -7.8322 -2.8332
O -3.0637 -6.6315 -3.1313
O -9.9104 -8.3391 -5.0140
O -3.9625 -4.1126 -1.2333
O -5.1333 -6.2350 -3.7289
O -5.8796 -4.5686 -0.3474
O -6.0865 -9.9244 -2.4251
O -9.3461 -3.5229 -4.6618
O -9.6318 -9.3808 -3.1173
O -11.5261 -3.5932 -4.8378
N -10.2608 -9.0569 -4.0887
N -3.9193 -6.2471 -3.9529
N -6.6831 -9.0554 -2.9692
N -4.9659 -4.8221 -1.0688
N -10.3719 -4.0880 -5.0732
C -11.6403 -9.5182 -4.1071
C -5.0728 -6.0771 -1.9177
C -8.5378 -7.0436 -3.7690
C -7.8492 -9.5313 -3.7986
C -7.2210 -6.3873 -4.1245
C -3.3602 -5.8590 -5.2852
C -10.2336 -5.4792 -5.6436
H -9.3041 -5.9185 -5.2815
H -6.8646 -5.7149 -3.3441
H -8.3156 -10.3508 -3.2517
H -4.0814 -6.3994 -2.2363
H -6.2830 -6.9326 -4.2290
H -5.5230 -5.8933 -2.8932
H -4.0481 -5.3334 -5.9474
H -8.9631 -7.4790 -4.6732
H -12.2192 -9.2337 -4.9858
H -10.2248 -5.3764 -6.7287
H -11.8418 -9.1557 -3.0992
H -2.6029 -5.0942 -5.1132
H -8.5215 -8.6740 -3.7664
H -2.9614 -6.7414 -5.7856
H -11.0874 -6.0298 -5.2486
H -8.5198 -7.6904 -2.8919
H -11.4497 -10.5913 -4.0932
H -7.5285 -9.6703 -4.8310
H -5.6398 -6.9054 -1.4928
*
```

---

What max |F| values result from the calculations? In sequence: 0.020; 0.070; 0.143; 0.310 Eh/bohr.